No. 1
Molecular formula: C22H22FeN5O2
Method: DFT, ωB97M-V/def2-TZVPD

Geometry (Å):
1 Fe 0.989 -0.055 0.035
2 O -3.374 5.075 -1.192
3 C -3.079 4.233 -2.049
4 O -3.417 4.046 -3.225
5 C -2.077 3.161 -1.528
6 C -1.628 2.154 -2.379
7 C -0.754 1.211 -1.880
8 N -0.370 1.253 -0.599
9 C -0.722 2.258 0.210
10 C -1.593 3.235 -0.224
11 C -0.005 2.229 1.512
12 C -0.344 3.053 2.573
13 C 0.403 2.995 3.738
14 C 1.475 2.118 3.816
15 C 1.754 1.323 2.724
16 N 1.034 1.363 1.595
17 C -0.070 0.143 -2.657
18 C -0.451 -0.210 -3.941
19 C 0.263 -1.188 -4.612
20 C 1.349 -1.787 -3.988
21 C 1.672 -1.388 -2.707
22 N 0.981 -0.452 -2.043
23 H -1.984 2.190 -3.402
24 H -1.921 4.081 0.367
25 H -1.181 3.730 2.478
26 H 0.152 3.632 4.576
27 H 2.089 2.052 4.703
28 H 2.589 0.633 2.739
29 H -1.297 0.281 -4.401
30 H -0.022 -1.477 -5.615
31 H 1.940 -2.543 -4.483
32 H 2.520 -1.820 -2.190
33 C 1.097 -2.772 1.082
34 C 0.457 -4.054 1.686
35 N -0.984 -3.880 1.810
36 C -1.267 -2.759 2.695
37 C -0.660 -1.455 2.121
38 N 0.033 -1.756 0.835
39 C -0.976 -2.325 -0.106
40 C -1.565 -3.623 0.499
41 H 1.585 -2.982 0.128
42 H 1.832 -2.333 1.761
43 H 0.872 -4.263 2.671
44 H 0.657 -4.917 1.051
45 H -0.852 -2.975 3.680
46 H -2.347 -2.665 2.807
47 H 0.067 -1.008 2.801
48 H -1.424 -0.706 1.907
49 H -0.482 -2.510 -1.061
50 H -1.737 -1.560 -0.263
51 H -1.362 -4.477 -0.148
52 H -2.646 -3.542 0.606

* E: -2539.3137 Ha
* orbital gap (alpha / beta): 6.3 / 5.8 eV
* charge: +1
* multiplicity: 5

---

No. 2
Molecular formula: C16H48O16
Method: DFT, ωB97M-V/def2-TZVPD

Geometry (Å):
1 C 6.848 -12.293 11.244
2 C 5.951 -11.137 11.055
3 O 6.610 -10.088 10.574
4 O 6.275 -13.524 10.830
5 H 7.363 -12.163 12.196
6 H 7.659 -12.262 10.517
7 H 5.481 -10.797 11.978
8 H 5.106 -11.407 10.422
9 H 5.973 -9.450 10.242
10 H 7.088 -14.018 10.703
11 C 7.347 -13.063 7.099
12 C 6.631 -11.781 6.633
13 O 6.300 -12.168 5.290
14 O 8.733 -13.002 7.029
15 H 7.116 -13.959 6.521
16 H 7.018 -13.515 8.035
17 H 7.287 -10.911 6.596
18 H 5.744 -11.637 7.249
19 H 5.734 -12.940 5.373
20 H 8.994 -12.825 6.123
21 C 8.108 -16.631 10.446
22 C 8.023 -17.773 9.491
23 O 9.364 -18.238 9.217
24 O 8.386 -15.411 9.893
25 H 8.841 -16.990 11.170
26 H 7.121 -16.536 10.897
27 H 7.588 -17.504 8.529
28 H 7.552 -18.623 9.984
29 H 9.447 -18.121 8.267
30 H 9.256 -15.634 9.553
31 C 5.031 -8.189 8.267
32 C 5.967 -7.178 7.460
33 O 5.680 -6.883 6.118
34 O 5.169 -7.985 9.593
35 H 5.466 -9.180 8.134
36 H 4.046 -7.912 7.891
37 H 7.039 -7.375 7.454
38 H 5.945 -6.256 8.040
39 H 6.517 -6.710 5.681
40 H 4.327 -7.660 9.921
41 C 8.826 -10.009 13.757
42 C 7.856 -10.152 14.958
43 O 6.674 -10.851 14.615
44 O 9.311 -11.223 13.413
45 H 9.611 -9.270 13.917
46 H 8.234 -9.705 12.894
47 H 7.720 -9.103 15.222
48 H 8.407 -10.614 15.778
49 H 6.205 -10.931 15.449
50 H 8.492 -11.722 13.455
51 C 8.878 -6.949 10.695
52 C 9.022 -5.507 10.012
53 O 7.822 -4.814 10.438
54 O 8.668 -8.060 9.812
55 H 8.101 -7.122 11.438
56 H 9.739 -6.984 11.363
57 H 8.997 -5.593 8.926
58 H 9.972 -5.080 10.335
59 H 7.732 -4.945 11.385
60 H 7.948 -8.653 10.038
61 C 4.794 -15.786 8.589
62 C 3.902 -16.898 7.852
63 O 4.460 -18.211 7.967
64 O 4.683 -15.697 9.959
65 H 4.393 -14.829 8.256
66 H 5.852 -15.774 8.326
67 H 3.735 -16.673 6.799
68 H 2.904 -16.939 8.287
69 H 4.052 -18.531 8.774
70 H 5.313 -15.081 10.341
71 C 5.001 -6.756 12.830
72 C 5.775 -6.241 13.962
73 O 5.240 -5.164 14.564
74 O 4.660 -5.778 11.831
75 H 3.984 -6.955 13.171
76 H 5.612 -7.537 12.378
77 H 6.808 -6.040 13.680
78 H 5.908 -6.997 14.735
79 H 4.543 -5.433 15.168
80 H 4.567 -4.885 12.173

* E: -1841.6042 Ha
* orbital gap (alpha / beta): 8.4 / 2.1 eV
* charge: +1
* ΔE to the lowest compared entry with this formula, charge and spin: 305.7 kJ/mol
* multiplicity: 2

---

No. 3
Molecular formula: C10H26Cl3HgN2O3
Method: DFT, ωB97M-V/def2-TZVPD

Geometry (Å):
1 Hg 0.819 2.389 0.189
2 Cl 3.216 3.366 -0.445
3 Cl -0.621 3.834 -1.471
4 Cl 0.328 3.857 2.435
5 C 2.705 1.175 2.945
6 O 1.558 1.018 2.139
7 C 0.618 0.136 2.687
8 C -0.488 -0.267 1.671
9 N -1.053 0.940 0.974
10 C -1.864 0.415 -0.176
11 C -3.085 -0.424 0.217
12 O -3.891 0.232 1.150
13 C -5.217 -0.225 1.120
14 H 3.491 1.655 2.365
15 H 3.030 0.237 3.405
16 H 2.459 1.882 3.749
17 H 0.153 0.533 3.592
18 H 1.119 -0.803 2.958
19 H -1.312 -0.685 2.261
20 H -0.196 -1.103 1.043
21 H -1.784 1.258 1.608
22 H -1.238 -0.126 -0.879
23 H -2.287 1.285 -0.687
24 H -2.772 -1.395 0.622
25 H -3.556 -0.642 -0.751
26 H -5.597 -0.103 0.104
27 H -5.801 0.302 1.872
28 H -5.374 -1.274 1.414
29 C 1.855 0.830 -3.446
30 C 1.333 -0.008 -2.309
31 C 1.622 -1.531 -2.362
32 O 1.174 -2.125 -1.165
33 C 1.129 -3.541 -1.219
34 N 1.737 0.608 -1.020
35 H 1.474 1.854 -3.406
36 H 1.540 0.481 -4.436
37 H 2.940 0.959 -3.517
38 H 0.242 -0.038 -2.424
39 H 2.700 -1.741 -2.496
40 H 1.124 -1.988 -3.228
41 H 2.142 -3.943 -1.323
42 H 0.529 -3.961 -2.033
43 H 0.666 -3.817 -0.271
44 H 2.758 0.678 -1.087
45 H 1.676 -0.182 -0.370

* E: -2265.9127 Ha
* orbital gap: 6.8 eV
* charge: -1

---

No. 4
Molecular formula: C4H10O3
Method: DFT, ωB97M-V/def2-TZVPD

Geometry (Å):
1 C -0.226 1.295 -0.066
2 C 0.347 0.281 0.698
3 O 0.805 -0.850 0.010
4 C 0.359 0.166 2.094
5 C 1.167 -0.700 2.836
6 H -0.433 1.198 -1.135
7 H -0.153 2.330 0.236
8 H 0.916 -0.565 -0.913
9 H -0.316 0.788 2.671
10 H 1.849 -1.336 2.280
11 H 0.969 -0.895 3.889
12 H -2.899 -1.497 -1.049
13 H -2.598 -0.201 -0.431
14 O -3.321 -0.860 -0.461
15 H 0.597 0.134 -4.066
16 H 1.830 0.678 -3.339
17 O 1.106 0.035 -3.254

* E: -384.0519 Ha
* orbital gap (alpha / beta): 3.0 / 5.6 eV
* charge: -1
* ΔE to the lowest compared entry with this formula, charge and spin: 60.8 kJ/mol
* multiplicity: 2

---

No. 5
Molecular formula: C3H2O2S
Method: DFT, ωB97M-V/def2-TZVPD

Geometry (Å):
1 C -0.933 -0.404 -0.497
2 C -1.211 0.429 0.490
3 C 0.164 0.466 -0.019
4 O 2.195 -1.173 -0.347
5 O 1.174 1.360 -0.364
6 S 1.708 -0.176 0.572
7 H -1.169 -1.304 -1.018
8 H -1.928 0.801 1.183

* E: -664.0098 Ha
* orbital gap: 9.4 eV
* charge: 0
* ΔE to the lowest compared entry with this formula, charge and spin: 410.1 kJ/mol

---

No. 6
Molecular formula: C5H9NO2
Method: DFT, ωB97M-V/def2-TZVPD

Geometry (Å):
1 C 1.855 0.348 -1.659
2 N 0.792 -0.653 -1.553
3 C -0.053 -0.864 -0.527
4 O -0.985 -1.641 -0.607
5 C 0.206 -0.117 0.769
6 C -0.966 0.792 1.157
7 C -2.126 -0.003 1.720
8 O -3.261 0.310 1.473
9 H 2.721 -0.028 -1.114
10 H 2.120 0.417 -2.676
11 H 1.513 1.304 -1.326
12 H 0.568 -1.241 -2.341
13 H 0.339 -0.943 1.478
14 H 1.172 0.386 0.781
15 H -0.608 1.569 1.819
16 H -1.358 1.249 0.252
17 H -1.928 -0.883 2.353

* E: -401.1481 Ha
* orbital gap: 10.4 eV
* charge: 0
* SMILES: CNC(=O)CCC=O
* ΔE to the lowest compared entry with this formula, charge and spin: 75.1 kJ/mol

---

No. 7
Molecular formula: C10H11FeNO5
Method: DFT, ωB97M-V/def2-TZVPD

Geometry (Å):
1 Fe -0.160 1.407 -2.530
2 O 2.252 -0.229 -3.044
3 C 1.314 0.408 -2.844
4 C -1.795 0.771 -2.970
5 O -2.836 0.366 -3.250
6 C -0.001 3.043 -1.776
7 O 0.101 4.085 -1.295
8 C -0.007 2.150 -4.174
9 O 0.090 2.621 -5.217
10 O -0.525 -0.098 -1.405
11 C -0.451 -0.224 -0.182
12 C -0.975 -1.515 0.399
13 C 0.080 -2.316 1.160
14 C 0.391 -1.751 2.547
15 C 1.028 -0.360 2.574
16 C 0.118 0.751 2.041
17 N 0.049 0.774 0.593
18 H -1.854 -1.321 1.051
19 H -1.326 -2.147 -0.447
20 H -0.343 -3.331 1.334
21 H 1.000 -2.431 0.548
22 H -0.544 -1.732 3.150
23 H 1.093 -2.454 3.046
24 H 1.218 -0.138 3.648
25 H 2.007 -0.349 2.047
26 H -0.897 0.685 2.487
27 H 0.562 1.719 2.366
28 H 0.410 1.617 0.140

* E: -2080.9238 Ha
* orbital gap (alpha / beta): 9.1 / 5.6 eV
* charge: +3
* ΔE to the lowest compared entry with this formula, charge and spin: 94.8 kJ/mol
* multiplicity: 6

---

No. 8
Molecular formula: C6H16S4
Method: DFT, ωB97M-V/def2-TZVPD

Geometry (Å):
1 C 4.090 -2.302 1.053
2 C 4.349 -1.444 2.344
3 C 3.213 -1.559 3.426
4 S 1.731 -0.615 3.060
5 S 2.350 1.385 3.550
6 H 4.240 -3.334 1.414
7 H 4.772 -2.124 0.205
8 H 3.051 -2.201 0.697
9 H 5.397 -1.601 2.666
10 H 4.252 -0.392 2.014
11 H 2.871 -2.607 3.529
12 H 3.684 -1.264 4.383
13 H 2.522 1.888 2.309
14 C -4.309 3.140 -2.224
15 C -3.162 2.120 -2.267
16 C -3.614 0.648 -2.291
17 S -2.153 -0.345 -2.313
18 S -2.994 -2.208 -2.292
19 H -4.850 2.941 -1.283
20 H -5.003 2.986 -3.067
21 H -3.981 4.193 -2.226
22 H -2.488 2.278 -3.131
23 H -2.580 2.317 -1.346
24 H -4.228 0.367 -1.414
25 H -4.128 0.273 -3.197
26 H -3.033 -2.539 -3.600

* E: -1830.9321 Ha
* orbital gap: 9.3 eV
* charge: 0
* SMILES: CCCSS.CCCSS
* ΔE to the lowest compared entry with this formula, charge and spin: 25.4 kJ/mol

---

> Among the records above, which one has the highest E?

C4H10O3

---

> What is the charge in the third record?

-1

---

> Which value of charge does entry 7 give?

+3